(1)
ORCA calculation (ωB97M-V with the def2-TZVPD basis set) on C19H38Cl2O18 as an isolated structure.

Properties
ΔE to the lowest compared entry with this formula, charge and spin	612.80	kcal per mole
HOMO-LUMO gap	8.5	eV

Last column: Mulliken charge in e.
Cartesian coordinates (Å):
C (-1.38712, 1.07478, -3.00245)  -0.348
O (-2.20772, 2.21662, -3.06419)  -0.305
C (-1.72899, 3.42333, -2.87549)  0.469
O (-0.54755, 3.76393, -2.79643)  -0.624
O (-2.72099, 4.25659, -2.59257)  -0.322
C (-2.43537, 5.68923, -2.38717)  -0.591
H (-0.67145, 1.06891, -3.82457)  -0.014
H (-2.10017, 0.26653, -3.16489)  0.295
H (-1.00439, 1.00857, -1.98401)  0.001
H (-1.64388, 5.68122, -1.63778)  0.288
H (-3.33628, 6.09063, -1.92313)  0.207
H (-2.25175, 6.18792, -3.33886)  0.270
C (-1.30383, 2.22279, -0.38346)  -1.809
O (-2.12547, 3.37035, -0.09111)  -0.320
C (-2.12629, 3.99371, 1.09798)  0.718
O (-1.30704, 3.88334, 1.97256)  -0.594
O (-3.26933, 4.71050, 1.12496)  -0.300
C (-3.38938, 5.70054, 2.12936)  -0.743
H (-0.27680, 2.17592, -0.02135)  0.720
H (-1.24578, 2.02871, -1.45447)  0.918
H (-1.81075, 1.36591, 0.06025)  0.225
H (-3.81197, 6.55078, 1.59402)  0.244
H (-2.50850, 5.99648, 2.69907)  0.359
H (-4.16665, 5.40884, 2.83566)  0.264
C (1.28176, -1.85645, 2.74200)  -1.091
O (-0.03359, -2.37333, 3.07619)  -0.257
C (-0.53955, -2.18454, 4.28303)  0.667
O (0.07219, -1.65500, 5.17073)  -0.580
O (-1.73611, -2.75002, 4.40344)  -0.311
C (-2.33751, -2.71750, 5.74177)  -0.698
H (2.07361, -1.86145, 3.49103)  0.517
H (1.10477, -0.90882, 2.23330)  0.427
H (1.66439, -2.48607, 1.93872)  0.829
H (-3.12452, -1.96348, 5.72932)  0.264
H (-1.65034, -2.44674, 6.54340)  0.341
H (-2.81774, -3.66953, 5.96784)  0.247
C (4.08397, -0.64336, -0.08132)  -0.330
O (4.57108, 0.47878, 0.68843)  -0.185
C (5.65718, 0.40872, 1.37186)  0.746
O (6.38450, -0.54260, 1.46558)  -0.580
O (5.78830, 1.49555, 2.08131)  -0.333
C (6.45447, 1.56088, 3.32201)  -0.663
H (4.09326, -1.58949, 0.45985)  0.294
H (4.70317, -0.66036, -0.97820)  0.444
H (3.06253, -0.41234, -0.38364)  -0.158
H (6.49625, 0.56370, 3.76017)  0.313
H (6.01530, 2.15273, 4.12509)  0.268
H (7.44593, 1.97984, 3.15005)  0.265
C (0.12683, -0.57143, -5.78593)  -0.631
O (-0.47239, -1.41727, -4.78229)  -0.373
C (-0.44342, -0.98757, -3.45900)  0.804
O (-0.04678, 0.14527, -3.07531)  -0.302
O (-1.17471, -1.88784, -2.69232)  -0.217
C (-1.42737, -1.57775, -1.30003)  -1.844
H (-0.34984, 0.40380, -5.68683)  0.320
H (-0.16885, -0.99406, -6.74616)  0.284
H (1.20405, -0.41663, -5.72481)  0.286
H (-0.55133, -1.62555, -0.65321)  0.062
H (-2.17792, -2.29584, -0.96969)  0.607
H (-1.98608, -0.65513, -1.14285)  0.891
C (-1.38568, -6.71087, -1.44681)  -0.695
O (-0.72923, -6.06172, -0.43418)  -0.344
C (-0.67503, -4.63882, -0.48381)  0.523
O (-1.52408, -3.92799, -1.08290)  -0.598
O (0.29188, -4.18220, 0.32530)  -0.451
C (0.40584, -2.78809, 0.53989)  -1.458
H (-2.47124, -6.80077, -1.40713)  0.280
H (-1.09090, -7.74765, -1.60895)  0.298
H (-1.11711, -6.28255, -2.41249)  0.308
H (1.36759, -2.49065, 0.95782)  -0.024
H (-0.31980, -2.25413, 1.15343)  1.216
H (0.32533, -2.17578, -0.35827)  1.373
C (1.08910, 0.46008, -0.27589)  -1.382
Cl (1.65380, -0.90653, 0.63845)  -0.158
Cl (-0.66804, 0.48139, -0.28653)  0.311
H (1.50433, 1.33703, 0.22073)  0.912
H (1.47487, 0.51424, -1.29391)  0.558

(2)
ORCA calculation (ωB97M-V with the def2-TZVPD basis set) on C19H38F2N2O6PS2 as an isolated structure.

Properties
charge	-1
HOMO-LUMO gap	8.8	eV

Last column: Mulliken charge in e.
Cartesian coordinates (Å):
C (1.20657, -0.31861, 4.25659)  -1.642
C (0.45375, -0.78966, 3.00963)  0.899
C (0.98198, -2.11294, 2.43976)  -1.226
C (0.53357, -2.40827, 0.99192)  0.653
C (1.69671, -2.75561, 0.05480)  -0.921
C (1.34129, -2.76666, -1.43380)  -1.267
C (0.99489, -1.40857, -2.06435)  0.616
C (1.98519, -0.27417, -1.77289)  -1.029
C (1.60546, 0.56501, -0.54681)  1.954
C (2.32723, 1.91539, -0.46083)  -0.061
C (1.44387, 3.24254, -0.42598)  -0.186
C (-0.04898, 3.18432, -0.71106)  -1.564
C (-0.98676, 2.69693, 0.39660)  1.278
C (-2.46598, 2.81899, -0.02831)  -1.171
C (-3.37553, 1.56477, 0.08007)  -0.763
C (-2.73853, 0.24827, 0.51448)  1.105
C (-3.78857, -0.81172, 0.84639)  -1.732
N (1.75451, 3.98561, 0.82913)  -0.498
C (3.10104, 3.55948, 1.10711)  0.050
O (3.98884, 4.29453, 1.43147)  -0.569
C (3.19979, 2.08633, 0.78933)  0.339
P (4.85121, 1.36082, 0.79868)  0.266
O (4.99937, 0.05008, 0.12016)  -0.640
H (0.87102, -0.84708, 5.15322)  0.435
H (1.06002, 0.74983, 4.44127)  0.365
H (2.28120, -0.50015, 4.15346)  0.313
H (0.50879, -0.02060, 2.23408)  -0.599
H (-0.60596, -0.91061, 3.25666)  0.403
H (0.66175, -2.92641, 3.10009)  0.361
H (2.07890, -2.10336, 2.48961)  0.403
H (-0.02241, -1.55232, 0.59877)  -0.710
H (-0.16202, -3.25356, 0.98557)  0.728
H (2.05574, -3.75495, 0.33137)  0.566
H (2.54114, -2.07898, 0.23479)  0.219
H (0.49038, -3.44115, -1.58430)  0.361
H (2.18816, -3.19280, -1.98410)  0.345
H (0.96648, -1.56878, -3.14676)  0.516
H (-0.01904, -1.09732, -1.79880)  -0.788
H (2.99931, -0.67570, -1.67827)  0.168
H (1.98487, 0.42010, -2.62159)  0.515
H (0.52542, 0.72691, -0.61933)  -0.955
H (1.78382, 0.01185, 0.37783)  -0.668
H (2.94921, 2.03778, -1.35270)  0.687
H (1.87320, 3.85906, -1.22241)  0.348
H (-0.19793, 2.59179, -1.62070)  0.292
H (-0.35820, 4.20842, -0.95200)  0.666
H (-0.74615, 1.67567, 0.68719)  -0.914
H (-0.81552, 3.31904, 1.28425)  0.320
H (-2.47753, 3.15891, -1.06889)  0.449
H (-2.92688, 3.63051, 0.54162)  0.214
H (-3.83683, 1.39555, -0.89810)  0.316
H (-4.20645, 1.77259, 0.76462)  0.290
H (-2.08550, -0.13251, -0.27838)  -0.323
H (-2.11448, 0.40841, 1.39922)  0.081
H (-4.53078, -0.89059, 0.04632)  0.383
H (-4.31998, -0.55137, 1.76794)  0.428
H (-3.33937, -1.79858, 0.96398)  0.352
H (1.19203, 3.59198, 1.58544)  0.339
H (2.66219, 1.61896, 1.62976)  0.031
H (5.15281, 1.35841, 2.17267)  0.078
H (5.67976, 2.38416, 0.30871)  0.064
N (-4.05711, -2.11711, -3.44041)  -0.395
S (-4.75595, -3.54616, -3.35953)  1.094
O (-4.60919, -4.18472, -2.09103)  -0.590
O (-4.64402, -4.33131, -4.54490)  -0.607
F (-6.24290, -3.00039, -3.37259)  -0.260
S (-2.48972, -2.05282, -3.41999)  1.141
O (-2.06809, -0.69960, -3.22870)  -0.592
O (-1.83021, -2.84726, -4.40635)  -0.605
F (-2.10492, -2.77055, -2.04065)  -0.155

(3)
ORCA calculation (ωB97M-V with the def2-TZVPD basis set) on a 4-piece molecular cluster, C19H38FN3O7 overall.

Properties
SMILES	CCC[C@]1(CCO)OC(=O)O[C@H]1CCF.CNC(C)=O.CNC(C)=O.CNC(C)=O
HOMO-LUMO gap	9.4	eV

Last column: Mulliken charge in e.
Cartesian coordinates (Å):
C (-2.53061, -1.12217, 3.44612)  -0.760
C (-0.93849, -1.20941, 3.06668)  -0.349
C (-0.60411, -1.94293, 1.63587)  -0.817
C (-0.44642, -0.86720, 0.36462)  0.742
C (1.05617, -0.27408, 0.64597)  -0.780
C (1.41756, 1.11351, -0.14868)  0.007
O (2.40057, 1.84083, 0.70940)  -0.503
O (-1.63153, -0.01731, 0.55791)  -0.381
C (-2.72271, -0.88259, -0.00120)  0.341
O (-4.03899, -0.83495, 0.21761)  -0.622
O (-2.17174, -1.91236, -0.90556)  -0.373
C (-0.79434, -1.42082, -1.13875)  0.111
C (-0.49317, -0.49335, -2.45640)  -0.204
C (-1.31112, 0.92887, -2.50725)  -0.241
F (-0.70096, 1.76023, -3.58120)  -0.384
H (-2.59025, -0.75127, 4.57479)  0.330
H (-3.14560, -2.09643, 3.24171)  0.218
H (-2.97508, -0.21826, 2.80790)  0.066
H (-0.41129, -1.79806, 3.95891)  0.266
H (-0.52128, -0.10662, 3.05831)  0.229
H (-1.30477, -2.85226, 1.37441)  0.345
H (0.48715, -2.41160, 1.75629)  0.420
H (1.26384, -0.05669, 1.80115)  0.291
H (1.85401, -1.11275, 0.35613)  0.256
H (1.94198, 0.84199, -1.15888)  0.216
H (0.49307, 1.84750, -0.27367)  -0.005
H (2.95600, 2.45992, 0.13700)  0.319
H (-0.16227, -2.39457, -1.38245)  0.373
H (-0.85387, -1.11655, -3.40453)  0.349
H (0.65365, -0.28650, -2.63301)  0.023
H (-2.43135, 0.71739, -2.77471)  0.293
H (-1.27875, 1.54768, -1.51109)  0.102
C (-6.16231, 0.57237, 1.22044)  -1.086
C (-6.15582, 1.17473, 2.59672)  0.755
O (-5.50735, 0.68878, 3.52115)  -0.649
N (-6.90043, 2.29848, 2.80839)  -0.162
C (-7.72245, 3.01507, 1.86300)  -0.829
H (-5.52431, -0.31593, 1.20658)  0.243
H (-7.17787, 0.27241, 0.94808)  0.406
H (-5.76975, 1.29084, 0.49571)  0.313
H (-6.84531, 2.64460, 3.75932)  0.245
H (-7.34848, 4.03980, 1.79788)  0.273
H (-8.74558, 3.02939, 2.24672)  0.279
H (-7.71177, 2.56002, 0.87182)  0.322
C (6.67370, 0.43535, 4.19384)  -1.227
C (5.23217, 0.79457, 3.97033)  0.819
O (4.33945, 0.42310, 4.72949)  -0.655
N (4.92297, 1.55934, 2.88331)  -0.095
C (5.81729, 2.09035, 1.88271)  -0.876
H (6.76307, -0.17530, 5.09684)  0.282
H (7.05067, -0.14388, 3.34655)  0.333
H (7.26857, 1.34259, 4.33019)  0.353
H (3.93290, 1.75930, 2.80039)  0.166
H (5.72038, 3.17881, 1.88555)  0.284
H (5.50416, 1.70401, 0.90960)  0.234
H (6.85727, 1.81702, 2.06536)  0.377
C (1.38837, -0.94603, -5.87334)  -1.092
C (2.12945, -1.86710, -4.94627)  0.806
O (1.81350, -2.00127, -3.76584)  -0.611
N (3.18546, -2.56981, -5.44940)  -0.217
C (3.70925, -2.55209, -6.79413)  -0.874
H (0.57481, -0.45676, -5.33017)  0.130
H (2.06360, -0.17418, -6.25259)  0.357
H (0.95738, -1.51572, -6.70113)  0.361
H (3.63351, -3.16806, -4.76497)  0.248
H (3.65724, -3.56890, -7.19104)  0.289
H (4.75483, -2.23792, -6.74601)  0.287
H (3.15613, -1.87718, -7.44850)  0.333